{
  "formula": "C93H189In2N9O21",
  "method": "ωB97M-V/def2-TZVPD",
  "e_tot_ha": -6109.14863,
  "gap_ev": 3.04,
  "charge": 0,
  "largest_force_ev_per_a": 6.34,
  "multiplicity": 1,
  "symbols": ["In", "In", "C", "C", "O", "O", "H", "H", "H", "C", "C", "O", "O", "H", "H", "H", "C", "C", "O", "O", "H", "H", "H", "C", "C", "O", "O", "H", "H", "H", "C", "C", "O", "O", "H", "H", "H", "C", "C", "O", "O", "H", "H", "H", "C", "C", "C", "C", "C", "C", "N", "O", "C", "C", "C", "H", "H", "H", "H", "H", "H", "H", "H", "H", "H", "H", "H", "H", "H", "H", "H", "H", "H", "H", "C", "C", "C", "C", "C", "C", "N", "O", "C", "C", "C", "H", "H", "H", "H", "H", "H", "H", "H", "H", "H", "H", "H", "H", "H", "H", "H", "H", "H", "H", "C", "C", "C", "C", "C", "C", "N", "O", "C", "C", "C", "H", "H", "H", "H", "H", "H", "H", "H", "H", "H", "H", "H", "H", "H", "H", "H", "H", "H", "H", "C", "C", "C", "C", "C", "C", "N", "O", "C", "C", "C", "H", "H", "H", "H", "H", "H", "H", "H", "H", "H", "H", "H", "H", "H", "H", "H", "H", "H", "H", "C", "C", "C", "C", "C", "C", "N", "O", "C", "C", "C", "H", "H", "H", "H", "H", "H", "H", "H", "H", "H", "H", "H", "H", "H", "H", "H", "H", "H", "H", "C", "C", "C", "C", "C", "C", "N", "O", "C", "C", "C", "H", "H", "H", "H", "H", "H", "H", "H", "H", "H", "H", "H", "H", "H", "H", "H", "H", "H", "H", "C", "C", "C", "C", "C", "C", "N", "O", "C", "C", "C", "H", "H", "H", "H", "H", "H", "H", "H", "H", "H", "H", "H", "H", "H", "H", "H", "H", "H", "H", "C", "C", "C", "C", "C", "C", "N", "O", "C", "C", "C", "H", "H", "H", "H", "H", "H", "H", "H", "H", "H", "H", "H", "H", "H", "H", "H", "H", "H", "H", "C", "C", "C", "C", "C", "C", "N", "O", "C", "C", "C", "H", "H", "H", "H", "H", "H", "H", "H", "H", "H", "H", "H", "H", "H", "H", "H", "H", "H", "H"],
  "coordinates": [[-2.261, -2.790, 2.622], [2.489, -0.407, 3.352], [0.060, -3.731, 7.035], [-0.216, -3.476, 5.508], [0.306, -2.617, 4.775], [-1.134, -4.284, 5.129], [1.122, -3.969, 6.983], [-0.570, -4.513, 7.460], [0.014, -2.813, 7.620], [-7.163, -3.756, 3.155], [-5.633, -3.551, 2.933], [-4.829, -4.208, 3.601], [-5.308, -2.636, 2.089], [-7.476, -3.262, 4.075], [-7.325, -4.834, 3.175], [-7.697, -3.432, 2.262], [0.521, 0.255, -0.217], [-0.418, -0.509, 0.722], [-0.128, -0.551, 1.919], [-1.436, -0.955, 0.244], [1.532, 0.004, 0.101], [0.277, 1.316, -0.279], [0.382, -0.154, -1.218], [0.437, 2.161, 7.166], [0.931, 1.427, 5.986], [0.113, 0.796, 5.302], [2.145, 1.327, 5.769], [-0.032, 1.500, 7.895], [-0.348, 2.854, 6.864], [1.179, 2.751, 7.703], [2.319, -5.052, 0.767], [1.627, -3.814, 1.335], [0.413, -3.891, 1.606], [2.370, -2.870, 1.682], [1.769, -5.471, -0.076], [2.518, -5.795, 1.539], [3.291, -4.785, 0.353], [6.527, -0.698, 0.433], [5.385, -0.222, 1.345], [5.402, -0.259, 2.557], [4.311, 0.114, 0.897], [6.309, -1.553, -0.207], [7.430, -1.009, 0.960], [6.887, 0.052, -0.271], [3.789, -0.320, -4.291], [4.012, -1.889, -4.239], [4.487, -2.417, -2.864], [3.454, -2.413, -1.767], [2.325, -3.286, -2.216], [1.677, -2.921, -3.606], [2.751, -2.612, -4.570], [2.203, -2.320, -5.832], [0.994, -4.231, -4.118], [0.728, -1.698, -3.470], [4.952, -2.288, -5.370], [4.702, 0.273, -4.228], [3.212, 0.099, -3.466], [3.153, -0.210, -5.169], [4.958, -3.397, -2.937], [5.270, -1.770, -2.469], [3.144, -1.381, -1.598], [3.834, -2.669, -0.778], [1.590, -3.206, -1.415], [2.563, -4.350, -2.217], [1.813, -4.761, -4.605], [0.669, -4.961, -3.377], [0.110, -4.207, -4.754], [-0.141, -1.851, -2.830], [1.242, -0.860, -2.999], [0.434, -1.301, -4.442], [5.950, -2.393, -4.943], [5.010, -1.491, -6.111], [4.865, -3.276, -5.822], [2.287, -3.223, -6.147], [-0.649, -1.397, -9.676], [-0.469, 0.095, -9.432], [-0.784, 0.501, -7.894], [0.294, 0.237, -6.951], [1.626, 0.844, -7.425], [2.007, 0.526, -8.941], [0.812, 0.676, -9.829], [1.166, 0.566, -11.192], [3.017, 1.619, -9.323], [2.630, -0.886, -8.976], [-1.653, 0.816, -10.097], [-1.497, -1.798, -9.120], [0.168, -2.053, -9.377], [-0.721, -1.616, -10.741], [-1.224, 1.497, -7.919], [-1.589, -0.137, -7.529], [0.238, -0.848, -7.039], [0.028, 0.544, -5.940], [2.456, 0.509, -6.803], [1.452, 1.913, -7.298], [3.685, 1.776, -8.476], [3.585, 1.341, -10.211], [2.570, 2.577, -9.588], [2.063, -1.650, -8.443], [2.700, -1.298, -9.983], [3.593, -0.732, -8.491], [-1.700, 0.524, -11.146], [-1.514, 1.891, -9.975], [-2.634, 0.451, -9.795], [1.476, 1.466, -11.316], [1.665, 5.503, -2.273], [1.888, 4.019, -2.684], [2.215, 4.019, -4.283], [3.624, 4.454, -4.733], [4.577, 3.631, -3.907], [4.400, 3.635, -2.390], [3.013, 3.253, -2.051], [2.893, 2.844, -0.676], [5.362, 2.499, -1.940], [4.874, 5.001, -1.775], [0.593, 3.221, -2.460], [1.525, 5.564, -1.193], [0.791, 5.880, -2.803], [2.531, 6.162, -2.348], [1.849, 3.107, -4.754], [1.507, 4.665, -4.801], [3.884, 5.492, -4.523], [3.685, 4.439, -5.821], [5.627, 3.892, -4.035], [4.468, 2.657, -4.384], [5.600, 2.729, -0.902], [4.959, 1.487, -1.902], [6.312, 2.471, -2.474], [4.395, 5.033, -0.796], [5.919, 5.059, -1.472], [4.782, 5.904, -2.380], [-0.096, 3.413, -3.283], [0.147, 3.365, -1.476], [0.876, 2.169, -2.421], [2.723, 1.900, -0.703], [-4.990, 2.947, -1.098], [-4.057, 4.206, -0.901], [-4.099, 5.029, -2.216], [-3.574, 6.418, -2.013], [-4.376, 7.168, -0.982], [-4.435, 6.428, 0.367], [-4.585, 4.956, 0.237], [-4.670, 4.267, 1.461], [-3.102, 6.742, 1.111], [-5.692, 6.998, 1.090], [-2.596, 3.682, -0.606], [-5.991, 3.254, -1.398], [-5.011, 2.243, -0.266], [-4.769, 2.280, -1.931], [-3.536, 4.572, -3.030], [-5.160, 5.100, -2.456], [-3.531, 7.112, -2.852], [-2.503, 6.348, -1.825], [-5.370, 7.448, -1.331], [-3.815, 8.100, -0.915], [-2.943, 6.067, 1.951], [-2.202, 6.578, 0.518], [-3.151, 7.705, 1.619], [-5.486, 6.577, 2.074], [-5.713, 8.083, 0.983], [-6.576, 6.611, 0.585], [-2.531, 2.959, 0.207], [-1.973, 4.446, -0.140], [-2.250, 3.155, -1.494], [-5.609, 4.255, 1.663], [4.331, 4.749, 2.255], [3.509, 4.175, 3.428], [3.493, 5.188, 4.642], [2.357, 6.167, 4.533], [1.011, 5.427, 4.237], [0.995, 4.516, 2.943], [2.157, 3.634, 3.112], [2.291, 2.652, 2.047], [-0.188, 3.579, 3.071], [0.943, 5.350, 1.650], [4.401, 3.037, 4.023], [3.809, 5.567, 1.760], [4.468, 3.949, 1.527], [5.280, 5.208, 2.532], [3.551, 4.774, 5.649], [4.401, 5.789, 4.614], [2.549, 6.900, 3.750], [2.215, 6.786, 5.419], [0.119, 6.033, 4.399], [1.070, 4.684, 5.033], [-1.100, 4.168, 2.976], [-0.129, 2.801, 2.309], [-0.020, 3.088, 4.030], [1.211, 4.711, 0.808], [-0.017, 5.852, 1.533], [1.599, 6.217, 1.725], [5.434, 3.374, 3.928], [4.497, 2.188, 3.346], [4.219, 2.674, 5.034], [2.522, 3.145, 1.257], [-3.792, -1.305, -5.352], [-3.809, -0.149, -4.349], [-5.008, 0.820, -4.696], [-6.396, 0.316, -4.216], [-6.407, -0.288, -2.849], [-5.164, -1.131, -2.430], [-3.910, -0.519, -2.960], [-2.755, -1.228, -2.525], [-5.192, -1.028, -0.839], [-5.363, -2.613, -2.848], [-2.516, 0.711, -4.494], [-3.401, -2.251, -4.976], [-3.278, -0.938, -6.240], [-4.765, -1.633, -5.719], [-4.878, 1.873, -4.444], [-5.044, 0.845, -5.785], [-6.917, -0.451, -4.789], [-7.206, 1.045, -4.224], [-7.303, -0.902, -2.757], [-6.528, 0.527, -2.136], [-5.041, -0.002, -0.503], [-6.069, -1.477, -0.371], [-4.298, -1.525, -0.461], [-6.312, -3.032, -2.513], [-5.416, -2.807, -3.919], [-4.584, -3.212, -2.377], [-2.446, 1.413, -3.664], [-2.433, 1.229, -5.450], [-1.635, 0.092, -4.326], [-2.440, -0.696, -1.791], [5.295, -1.494, 8.265], [5.591, -1.152, 6.826], [7.112, -1.511, 6.600], [7.316, -2.997, 6.458], [6.437, -3.620, 5.409], [4.887, -3.318, 5.550], [4.695, -1.859, 5.873], [3.339, -1.611, 6.141], [4.106, -3.642, 4.293], [4.396, -4.313, 6.648], [5.509, 0.380, 6.613], [5.829, -0.897, 9.004], [5.333, -2.565, 8.462], [4.250, -1.336, 8.534], [7.690, -0.923, 5.888], [7.600, -1.235, 7.535], [6.989, -3.632, 7.281], [8.362, -3.254, 6.290], [6.480, -4.709, 5.417], [6.934, -3.288, 4.498], [3.029, -3.488, 4.361], [4.503, -3.044, 3.473], [4.350, -4.683, 4.083], [3.595, -3.943, 7.289], [4.053, -5.285, 6.294], [5.215, -4.502, 7.341], [5.869, 0.760, 5.657], [6.095, 0.894, 7.374], [4.496, 0.756, 6.759], [3.233, -1.990, 7.017], [-3.303, 0.190, 7.259], [-3.999, -0.505, 6.037], [-5.529, -0.186, 6.037], [-5.902, 1.198, 5.627], [-5.464, 1.294, 4.154], [-3.888, 1.125, 3.977], [-3.542, -0.199, 4.626], [-2.238, -0.507, 4.469], [-3.604, 0.953, 2.472], [-3.223, 2.352, 4.536], [-3.795, -2.022, 6.419], [-3.596, -0.102, 8.267], [-3.359, 1.267, 7.100], [-2.228, 0.026, 7.179], [-6.121, -0.921, 5.491], [-5.825, -0.214, 7.085], [-5.397, 1.956, 6.225], [-6.971, 1.293, 5.819], [-5.582, 2.255, 3.654], [-6.069, 0.584, 3.590], [-2.608, 0.617, 2.181], [-4.361, 0.252, 2.119], [-3.691, 1.906, 1.950], [-3.725, 2.676, 5.448], [-2.152, 2.433, 4.721], [-3.392, 3.181, 3.848], [-2.806, -2.387, 6.695], [-4.205, -2.590, 5.583], [-4.504, -2.329, 7.188], [-1.798, 0.072, 5.096], [-2.091, -4.370, -1.450], [-2.348, -5.803, -0.953], [-1.032, -6.551, -1.369], [-0.876, -7.923, -0.644], [-0.940, -7.744, 0.852], [-2.179, -6.979, 1.307], [-2.491, -5.742, 0.480], [-3.508, -4.946, 0.908], [-3.277, -8.093, 1.303], [-1.941, -6.545, 2.764], [-3.546, -6.490, -1.693], [-1.821, -4.324, -2.505], [-1.318, -3.813, -0.920], [-2.987, -3.795, -1.217], [-1.026, -6.815, -2.426], [-0.127, -5.993, -1.128], [0.033, -8.439, -0.952], [-1.712, -8.507, -1.029], [-0.075, -7.115, 1.063], [-0.846, -8.713, 1.341], [-4.225, -7.649, 1.001], [-3.045, -8.874, 0.579], [-3.456, -8.575, 2.265], [-2.687, -5.866, 3.177], [-1.871, -7.509, 3.269], [-0.929, -6.319, 3.101], [-4.287, -5.694, -1.625], [-3.797, -7.428, -1.198], [-3.278, -6.585, -2.745], [-4.253, -5.550, 0.949]],
  "mulliken_charge": [2.2290, 1.2419, -1.2843, 0.5129, -0.5872, -0.5231, 0.3036, 0.3503, 0.2675, -1.4583, 0.3410, -0.5343, -0.2219, 0.2844, 0.3981, 0.3456, 1.6436, -0.7730, -0.3546, -0.1197, -0.5642, -0.3922, -1.0790, -1.5607, 0.0981, -0.4144, -0.4195, 0.4351, 0.3145, 0.3569, -1.0409, 0.3229, 0.2395, -0.3381, -0.0473, 0.4149, 0.2945, -1.2873, -0.2058, -0.4923, -0.0567, 0.1978, 0.3728, 0.3185, -0.6355, 2.7583, -2.4091, 0.9368, -0.8571, 2.8093, -0.0937, 0.0966, -1.9157, -0.8738, -1.9048, 0.8214, -0.6931, -0.8994, 0.1714, 0.6549, -1.1305, 0.5275, -0.4338, 0.6768, 0.5913, 0.0462, 0.2842, 0.1538, -0.4482, -0.0065, 0.4899, 0.1905, 0.3618, 0.2963, -1.5768, 1.5422, -0.8484, 0.8888, -0.6730, 1.8936, 0.3745, -0.4926, -2.1418, -1.6509, -1.9773, 0.3210, 0.2977, 0.3930, 0.5297, -0.5111, -0.1525, 0.0475, -0.4731, 0.5214, 0.4128, 0.4796, 0.4343, -0.0086, 0.3524, 0.5231, 0.4318, 0.4787, 0.3063, 0.3642, -1.0031, 1.9685, -1.5167, -1.1440, -1.3053, 2.0268, 0.2553, 1.6658, -1.8476, -1.8492, -0.8047, -0.2388, 0.4416, 0.2699, 0.4588, 0.4545, 0.3923, 0.5835, 0.7632, -0.1044, 0.3738, -0.1428, 0.4605, 0.3016, 0.4346, 0.3232, 0.9078, -0.8513, -0.6391, -0.6974, -1.2920, 1.5493, -1.0014, -0.5834, -1.4051, 1.8729, 0.1636, -0.0090, -1.8053, -1.9308, -0.3270, 0.6861, -0.1195, -0.2329, 0.2834, 0.4663, 0.4535, 0.0152, 0.3455, 0.4154, 0.1109, 0.2318, 0.5554, 0.5185, 0.4110, 0.3836, -0.3640, 0.2397, -0.0405, 0.2672, -2.0382, 2.2807, -1.5108, -0.9650, -1.1462, 1.5460, 0.0587, 2.7665, -0.6012, -1.1417, -2.0288, 0.3751, 0.2353, 0.5915, 0.3746, 0.4735, 0.4078, 0.5144, 0.5401, 0.0902, 0.5134, -0.3716, -0.4327, -0.2799, 0.3287, 0.4281, 0.5325, 0.0399, 0.1876, -0.7040, -1.6528, 1.9624, -1.0546, -1.4350, -1.0017, 2.0603, 0.5363, 1.6539, -1.5215, -1.4951, -0.7996, 0.1200, 0.2615, 0.3450, 0.4567, 0.5673, 0.4164, 0.4561, 0.4433, 0.4626, -0.5578, 0.5520, -0.2043, 0.4300, 0.3518, 0.0047, -0.5637, 0.6730, -0.4311, -0.4376, -1.7669, 1.5189, -1.2625, -0.8303, -1.1494, 1.8170, 0.7136, 0.5718, -1.8867, -1.4825, -1.8902, 0.5115, 0.4001, 0.2584, 0.4361, 0.4521, 0.3206, 0.4216, 0.4388, 0.3770, -0.1554, 0.1732, 0.5902, 0.1402, 0.3799, 0.3518, 0.3176, 0.6063, 0.0527, -0.0907, -1.5573, 1.8901, -1.3154, -0.6295, -1.3734, 1.6481, 0.4849, 1.7302, -0.0864, -0.5596, -1.7914, 0.4548, 0.3650, 0.1126, 0.1317, 0.4706, 0.2760, 0.4617, 0.2881, 0.2792, -0.4465, 0.2432, -0.5222, 0.4409, -0.4212, -0.0502, 0.1498, 0.2355, 0.4133, -0.5941, -0.8533, 2.0696, -0.1426, -1.1082, -1.0953, 1.7322, 0.6242, 0.4301, -1.6422, -1.6887, -1.9379, 0.5592, -0.2929, -0.7488, 0.7038, -0.9267, 0.4719, 0.4176, -0.0158, 0.4087, 0.2427, 0.3919, 0.4243, 0.3126, 0.6859, -0.0589, 0.3449, 0.4314, 0.4047, 0.1527]
}